(1)
The following is a quantum chemistry calculation of 7 unconnected molecules or ions with the total composition C41H95N2O14S in a non-equilibrium geometry, from the OMol25 dataset.

```
153
Properties=species:S:1:pos:R:3
C 3.68966 -1.29941 2.34231
C 2.39414 -1.20149 1.54346
C 2.22786 -2.30947 0.51597
C 0.99136 -2.13049 -0.36379
C 1.05101 -1.03064 -1.42847
C 2.27869 -1.08129 -2.35126
C 3.47588 -0.23584 -1.96663
N 3.33921 1.27651 -2.09867
S 1.90020 1.78333 -3.05419
C 3.13075 1.90701 -0.74819
C 3.07574 3.41884 -0.79083
O 4.12241 4.02894 -1.50911
C 4.48366 3.43693 -2.73471
C 4.59334 1.91420 -2.71028
C 5.91653 1.43233 -2.10084
C 6.46273 2.18142 -0.87906
N 7.48254 1.36355 -0.21408
C 6.90711 0.11049 0.34777
C 7.35181 -1.13630 -0.44482
C 8.04459 2.16869 0.86017
C 9.49884 2.48798 0.72680
O 7.35565 2.54044 1.79845
H 3.89513 -2.32066 2.65723
H 4.54358 -0.96350 1.75029
H 3.64752 -0.66174 3.22378
H 2.33992 -0.21126 1.08097
H 1.54492 -1.24638 2.22898
H 3.12168 -2.41153 -0.10930
H 2.13659 -3.25833 1.04674
H 0.71671 -3.06995 -0.84224
H 0.15960 -1.87719 0.30000
H 0.18548 -1.18741 -2.07395
H 0.90034 -0.04419 -0.98935
H 2.65319 -2.10911 -2.33278
H 1.99605 -0.91519 -3.38897
H 3.72733 -0.42824 -0.92347
H 4.33686 -0.54284 -2.55373
H 2.29469 1.24290 -4.21728
H 2.19654 1.52997 -0.33319
H 3.92777 1.53617 -0.10975
H 2.10466 3.77815 -1.14136
H 3.17464 3.75515 0.24169
H 3.83991 3.78193 -3.54536
H 5.48612 3.79909 -2.96270
H 4.58908 1.58774 -3.75126
H 5.90466 0.37065 -1.88128
H 6.65222 1.54669 -2.89798
H 6.94630 3.10062 -1.21582
H 5.69708 2.49329 -0.16670
H 5.81862 0.18153 0.27947
H 7.17891 0.00996 1.39297
H 7.82561 -1.88393 0.18346
H 8.07331 -0.82131 -1.19778
H 6.52071 -1.58919 -0.98592
H 9.81448 3.03610 1.61099
H 10.06768 1.56244 0.66153
H 9.68790 3.09814 -0.15378
C -2.19041 0.21271 -2.20495
O -2.13789 -1.15472 -2.57127
C -3.19669 -1.90693 -1.98692
C -4.30466 -2.19002 -2.97316
O -4.97167 -1.00228 -3.36570
C -4.59338 -0.53283 -4.64460
H -1.44795 0.74582 -2.80061
H -3.17142 0.65171 -2.39145
H -1.94142 0.33076 -1.14301
H -3.58904 -1.37782 -1.11330
H -2.77620 -2.85741 -1.64143
H -5.04350 -2.84005 -2.49356
H -3.90795 -2.71636 -3.84742
H -4.96563 -1.19759 -5.43122
H -3.50705 -0.44230 -4.73559
H -5.04404 0.44940 -4.77601
C -5.44823 5.41441 -1.40754
O -4.17768 5.88385 -0.98527
C -3.47401 4.95909 -0.17869
C -2.37772 4.26301 -0.95141
O -2.90222 3.41654 -1.96249
C -2.82595 3.97317 -3.26146
H -5.83064 6.12636 -2.13617
H -5.37799 4.42840 -1.87369
H -6.14108 5.36492 -0.56131
H -4.15978 4.22359 0.25238
H -3.02192 5.52112 0.64562
H -1.80502 3.63349 -0.25990
H -1.69609 5.00232 -1.38461
H -1.78654 4.00803 -3.61122
H -3.24747 4.98010 -3.29308
H -3.39774 3.32820 -3.92668
C -6.06312 6.65847 5.70971
O -5.77126 7.69950 4.79637
C -4.81641 7.34361 3.81298
C -5.46622 7.03116 2.48491
O -6.25612 5.85268 2.54546
C -7.64625 6.10915 2.63922
H -6.90868 6.98317 6.31273
H -6.32825 5.73216 5.19350
H -5.21078 6.47100 6.37165
H -4.22024 6.48827 4.14745
H -4.14293 8.19693 3.68396
H -4.68501 6.85963 1.73685
H -6.06777 7.88190 2.15223
H -8.03106 6.51905 1.69912
H -7.87248 6.80311 3.45192
H -8.14023 5.15929 2.83560
C -3.02087 0.32406 1.71661
O -3.70741 -0.89169 1.50326
C -3.55511 -1.83523 2.55606
C -4.77420 -1.87721 3.44488
O -4.93820 -0.67709 4.18224
C -5.93638 0.17919 3.65692
H -3.33218 1.01700 0.93478
H -3.25939 0.75677 2.69129
H -1.93477 0.17647 1.64609
H -2.66362 -1.61698 3.15241
H -3.42232 -2.81533 2.08690
H -4.65473 -2.69177 4.16597
H -5.66588 -2.08475 2.84626
H -6.93387 -0.24529 3.81116
H -5.78745 0.36589 2.59006
H -5.87153 1.12315 4.19480
C -5.66804 -4.10085 0.49261
O -4.56009 -4.89373 0.88127
C -4.90370 -6.24205 1.16692
C -4.54650 -7.15933 0.02049
O -5.32662 -6.88448 -1.13135
C -4.64108 -6.13988 -2.11770
H -5.27720 -3.14807 0.13450
H -6.24385 -4.57319 -0.30677
H -6.32542 -3.91068 1.34787
H -5.97063 -6.32476 1.39257
H -4.34413 -6.54666 2.05652
H -4.74559 -8.19354 0.31663
H -3.47995 -7.07196 -0.20949
H -3.85903 -6.74434 -2.59037
H -4.19106 -5.23463 -1.69858
H -5.36918 -5.85610 -2.87577
C 5.46811 -4.28657 0.46980
O 6.53405 -4.63468 -0.38915
C 7.75362 -4.85935 0.30807
C 8.04326 -6.33258 0.47566
O 7.09928 -6.95377 1.32994
C 6.12372 -7.71588 0.64226
H 4.54878 -4.30470 -0.11571
H 5.37128 -4.99042 1.30016
H 5.60998 -3.27508 0.87038
H 7.73031 -4.37106 1.28754
H 8.55596 -4.40293 -0.28034
H 9.03079 -6.44736 0.93263
H 8.06301 -6.82441 -0.50126
H 6.56861 -8.61657 0.20766
H 5.64299 -7.13525 -0.14966
H 5.37256 -8.01444 1.37088
```

For the HOMO energy, the calculation gives -10.5 eV. The value obtained for the largest force on an atom is 1.6 eV Å⁻¹. As for the charge: +1.

***

(2)
The following is a quantum chemistry calculation of 10 unconnected molecules or ions with the total composition C41H99N3O10S7 in a non-equilibrium geometry, from the OMol25 dataset.

```
160
Properties=species:S:1:pos:R:3
C 4.79298 4.60200 -3.23697
S 5.60983 3.56436 -1.96334
O 6.19117 4.55939 -0.98194
C 4.24794 2.63950 -1.12966
H 4.55429 3.99956 -4.11344
H 5.37518 5.51790 -3.33837
H 3.83931 4.97967 -2.86822
H 3.45152 3.28965 -0.76755
H 4.54126 2.16893 -0.19124
H 3.78682 1.91201 -1.79766
C 3.07922 -0.32938 -3.98589
S 4.20707 -1.46486 -3.16816
O 3.46633 -1.53141 -1.81546
C 4.00760 -3.04430 -3.98935
H 2.98638 0.71276 -3.68024
H 2.06294 -0.68423 -3.81452
H 3.24829 -0.35800 -5.06232
H 4.61889 -3.00756 -4.89106
H 2.94250 -3.21056 -4.15065
H 4.44270 -3.84838 -3.39586
C 5.17076 0.79447 4.02182
S 5.58264 -0.39680 2.59661
O 6.03305 -1.67039 3.34899
C 3.89426 -0.69347 2.07336
H 4.62925 0.28312 4.81768
H 4.63847 1.72282 3.81463
H 6.16436 0.99489 4.42268
H 3.32891 0.23560 2.14629
H 3.47026 -1.50122 2.66992
H 4.06715 -1.13138 1.09029
C -4.79316 -2.66336 -0.41488
S -3.72542 -3.89457 -1.21964
O -2.74304 -2.92028 -1.85079
C -2.84785 -4.69432 0.20504
H -4.62831 -2.76597 0.65769
H -5.77797 -2.92770 -0.80009
H -4.54983 -1.66612 -0.78149
H -2.25239 -3.89273 0.64206
H -2.39515 -5.62781 -0.12925
H -3.59698 -5.06822 0.90297
C 1.57949 3.83486 -5.55177
S 0.49520 3.49220 -4.02500
O 1.45928 2.98630 -2.96777
C -0.09111 5.23788 -3.67203
H 1.06273 4.35420 -6.35883
H 2.00251 2.85737 -5.78340
H 2.42719 4.41289 -5.18382
H 0.83533 5.80831 -3.60567
H -0.66088 5.29033 -2.74429
H -0.60216 5.53078 -4.58917
C 1.64663 0.73814 -0.62891
S 0.50297 -0.17567 0.54320
O -0.94161 0.39411 0.71710
C 0.17043 -1.60691 -0.54290
H 2.59581 0.22158 -0.48632
H 1.80108 1.76988 -0.31306
H 1.44540 0.63586 -1.69528
H 1.07795 -2.17495 -0.74749
H -0.21936 -1.29233 -1.51099
H -0.59283 -2.22230 -0.06664
C 0.03910 3.92659 1.67429
S 1.78963 4.48512 1.63094
O 2.64269 3.23913 1.69217
C 1.77966 4.93254 -0.26827
H -0.46527 4.71184 1.11118
H -0.34362 3.60307 2.64225
H -0.06217 3.16985 0.89634
H 2.81779 5.22227 -0.43088
H 1.30619 5.88524 -0.50554
H 1.40340 4.16704 -0.94689
C 0.53916 1.35737 4.80613
C -0.86428 1.55155 5.36385
C -0.71288 2.89434 6.17389
C -2.07309 3.43175 6.50042
C -3.13790 3.56736 5.40572
C -3.20039 2.32879 4.45196
N -1.86822 1.60320 4.25142
O -1.96645 0.45434 3.57919
C -4.25786 1.47038 5.21166
C -3.73101 2.90718 3.11672
C -1.16739 0.41536 6.45849
H 0.51829 0.52572 4.10185
H 1.18136 1.34522 5.68678
H 0.81905 2.18586 4.15546
H -0.11109 2.62730 7.04260
H -0.30759 3.63472 5.48420
H -1.83957 4.32531 7.07932
H -2.52620 2.79518 7.26040
H -2.87288 4.45915 4.83776
H -4.10586 3.72104 5.88272
H -5.23916 1.93964 5.14123
H -4.17894 0.55750 4.62131
H -4.07401 1.20350 6.25236
H -4.61917 3.53902 3.12300
H -2.99183 3.54797 2.63597
H -3.89050 2.06986 2.43735
H -1.20691 -0.52306 5.90541
H -2.16797 0.38601 6.88986
H -0.32812 0.52088 7.14595
H -1.56641 0.72416 2.74927
C -6.11888 3.28718 -4.72892
C -5.57683 3.36884 -3.26544
C -6.36312 2.21444 -2.47421
C -5.90071 1.96688 -1.09882
C -4.41445 1.54577 -1.31220
C -3.49389 2.65490 -1.91141
N -4.12907 3.11770 -3.12062
O -3.31744 3.84693 -4.08067
C -3.22810 3.73247 -0.83751
C -2.18577 1.88576 -2.31759
C -5.97650 4.75489 -2.63834
H -5.72568 2.38124 -5.19019
H -7.20606 3.34450 -4.67550
H -5.75433 4.07166 -5.39209
H -7.44386 2.32406 -2.38429
H -6.51233 1.33608 -3.10215
H -6.02885 2.75161 -0.35325
H -6.39748 1.12685 -0.61336
H -4.32355 0.65710 -1.93677
H -3.95207 1.39706 -0.33640
H -2.48880 4.42484 -1.24022
H -2.70846 3.19889 -0.04166
H -4.04437 4.19038 -0.27884
H -1.88910 1.27799 -1.46277
H -1.34669 2.46024 -2.71004
H -2.19158 1.17473 -3.14372
H -5.28778 5.47455 -3.08088
H -7.00236 5.00455 -2.90925
H -5.82109 4.89992 -1.56927
H -3.49618 4.73126 -3.75261
C 4.70695 -6.07100 -1.05314
C 3.13562 -6.05765 -0.94179
C 2.60128 -6.83344 -2.07212
C 2.59099 -8.35659 -1.90510
C 1.88415 -8.81603 -0.61685
C 2.35865 -8.05081 0.60555
N 2.46200 -6.61843 0.30443
O 2.73953 -5.83654 1.38612
C 1.15271 -8.24219 1.58566
C 3.68080 -8.71014 1.13779
C 2.61319 -4.61667 -1.15323
H 5.04852 -5.62935 -0.11700
H 5.15556 -5.74724 -1.99231
H 5.09152 -7.09087 -1.04386
H 1.62559 -6.49579 -2.42160
H 3.28379 -6.67484 -2.90706
H 3.61663 -8.71344 -1.81121
H 2.25981 -8.94237 -2.76258
H 1.97458 -9.89100 -0.46073
H 0.82512 -8.68105 -0.83670
H 0.23225 -7.88274 1.12559
H 0.95292 -9.29004 1.80970
H 1.21518 -7.81736 2.58752
H 4.48472 -8.12150 0.69585
H 3.86225 -8.66828 2.21177
H 3.73604 -9.72462 0.74300
H 2.74170 -4.36228 -2.20531
H 3.18424 -3.83108 -0.65841
H 1.54180 -4.53776 -0.96882
H 3.49180 -6.27811 1.78699
```

For the HOMO energy, the calculation gives -7.7 eV. The value obtained for the largest force on an atom is 5.8 eV Å⁻¹. As for the charge: 0.

***

(3)
The following is a quantum chemistry calculation of 11 unconnected molecules or ions with the total composition C41H99O24P3 in a non-equilibrium geometry, from the OMol25 dataset.

```
167
Properties=species:S:1:pos:R:3
C -0.32885 -0.54974 -3.38850
O -1.31824 -0.96891 -2.45038
P -2.85352 -1.05981 -2.91894
O -2.99737 -1.61666 -4.27124
O -3.52361 -1.87185 -1.75834
C -3.39997 -3.27690 -1.68715
O -3.49455 0.36241 -2.71468
C -3.26897 1.13326 -1.52896
H -0.14140 0.51769 -3.30437
H -0.63333 -0.77479 -4.41503
H 0.58182 -1.12410 -3.22381
H -4.16237 -3.71325 -1.04315
H -2.44392 -3.64309 -1.31435
H -3.53391 -3.77138 -2.65268
H -3.97269 1.95933 -1.49593
H -2.25869 1.54388 -1.57570
H -3.34683 0.52214 -0.62779
C -3.88865 2.53804 2.05069
O -3.50209 3.91750 2.12391
P -2.84616 4.62243 0.84715
O -3.51998 4.40992 -0.43859
O -1.32907 4.17199 0.90597
C -0.47712 4.48471 2.00622
O -2.77294 6.11758 1.35006
C -3.96528 6.89359 1.41529
H -4.81546 2.39888 2.60000
H -3.09751 1.92384 2.47832
H -4.07973 2.24531 1.01616
H -0.17074 3.56193 2.50060
H -0.96913 5.12608 2.73377
H 0.42933 4.95626 1.62820
H -4.10867 7.28579 2.42446
H -4.84137 6.33607 1.09270
H -3.84912 7.79581 0.80979
C 0.95695 -3.59739 -0.53386
O -0.22022 -4.35822 -0.81908
P -0.23244 -5.66042 -1.70833
O -1.53592 -6.27199 -1.96173
O 0.75576 -6.63267 -0.91049
C 0.82641 -8.00777 -1.24008
O 0.55210 -5.21184 -3.01692
C -0.07711 -4.32365 -3.94705
H 0.79219 -2.55490 -0.78865
H 1.79657 -3.99319 -1.10787
H 1.21222 -3.71143 0.51599
H 0.70005 -8.61420 -0.34427
H 1.81669 -8.23728 -1.64157
H 0.10216 -8.33838 -1.98416
H 0.53962 -3.42290 -4.00315
H -1.06585 -4.01067 -3.60986
H -0.12336 -4.75432 -4.94326
C -0.47388 -5.22702 3.57773
O -1.73026 -5.68772 3.16431
C -1.96120 -5.58102 1.77096
C -3.40739 -5.81790 1.39758
O -4.34148 -4.88914 1.91827
C -4.62873 -5.05918 3.28829
H -0.38556 -4.13636 3.57867
H 0.40147 -5.61554 3.03936
H -0.36220 -5.56221 4.61033
H -1.29335 -6.29036 1.26364
H -1.65714 -4.59368 1.39506
H -3.73268 -6.84535 1.59706
H -3.45268 -5.69441 0.31305
H -5.43680 -4.38094 3.56165
H -3.77129 -4.84963 3.92712
H -4.94469 -6.08123 3.53107
C 0.58578 -1.49412 2.32426
O 0.35695 -0.14056 1.96245
C 0.50374 0.05025 0.57782
C 0.19425 1.47638 0.19258
O 0.57816 1.63186 -1.14503
C 0.33667 2.90498 -1.69813
H 0.51988 -1.53956 3.40567
H 1.58752 -1.75365 1.95851
H -0.10695 -2.19961 1.84889
H -0.12709 -0.66513 0.03240
H 1.52965 -0.17983 0.25528
H 0.78575 2.13465 0.84551
H -0.86949 1.72039 0.29288
H -0.69725 3.21933 -1.51041
H 0.53776 2.83375 -2.76528
H 0.99434 3.66395 -1.25228
C 4.84377 1.24311 1.06982
O 5.21555 -0.11173 0.97684
C 4.69184 -0.66562 -0.19586
C 5.18748 -2.07584 -0.43631
O 4.32122 -2.58278 -1.44632
C 4.92342 -3.65400 -2.15057
H 5.28218 1.78788 0.22694
H 5.21913 1.72526 1.97142
H 3.75347 1.35214 1.05424
H 4.92322 -0.07184 -1.09206
H 3.59319 -0.66482 -0.18509
H 5.11605 -2.70370 0.45817
H 6.23169 -2.06163 -0.75988
H 4.29309 -3.87971 -3.01343
H 5.10038 -4.52420 -1.51823
H 5.83993 -3.29887 -2.64114
C 3.09824 -4.33562 2.97899
O 2.46723 -3.52968 3.93045
C 2.63810 -3.92206 5.26697
C 1.73099 -3.11494 6.17584
O 0.42266 -2.96234 5.66096
C -0.34721 -2.09869 6.46906
H 4.18730 -4.25118 2.89526
H 2.69501 -4.08083 1.99860
H 2.81836 -5.38383 3.15522
H 3.67765 -3.71704 5.54178
H 2.39619 -4.98467 5.40164
H 2.14305 -2.10473 6.31146
H 1.69233 -3.57170 7.17256
H -1.36764 -2.17845 6.09997
H -0.02314 -1.05391 6.50014
H -0.33246 -2.48692 7.49774
C 0.13092 8.65380 -0.52981
C -0.50693 7.55763 -1.40595
C 0.72849 6.85566 -1.90120
O 1.54756 6.72985 -0.74119
C 1.40592 7.93157 0.00894
H -0.46867 8.99321 0.31013
H 0.46902 9.45378 -1.18673
H -1.07426 7.90421 -2.27154
H -1.13130 6.92377 -0.77950
H 1.29868 7.39006 -2.66987
H 0.53770 5.83605 -2.24423
H 2.27535 8.57753 -0.16292
H 1.36925 7.70005 1.07400
C -1.24136 3.65507 -5.50005
C -2.43407 2.70691 -5.57308
C -1.99445 1.61307 -6.55454
O -0.58835 1.86591 -6.78212
C -0.07399 2.73630 -5.79674
H -1.22221 4.27500 -4.60302
H -1.36646 4.34977 -6.33781
H -3.32557 3.23604 -5.90995
H -2.65264 2.30490 -4.58087
H -2.48361 1.63734 -7.52514
H -2.08086 0.61986 -6.10925
H 0.80641 3.27187 -6.15114
H 0.24651 2.16598 -4.91308
C -2.71546 -1.78633 3.52952
C -2.96941 -1.50912 2.04614
C -4.44432 -1.10608 2.05160
O -4.59370 -0.39315 3.26610
C -3.78740 -0.96650 4.28541
H -1.71092 -1.46204 3.80716
H -2.70887 -2.85710 3.73798
H -2.71389 -2.42608 1.51829
H -2.38929 -0.64207 1.72469
H -5.10172 -1.97802 1.94003
H -4.71110 -0.42030 1.24399
H -4.40282 -1.59815 4.92877
H -3.25580 -0.17926 4.81869
C 5.92601 5.37263 -2.06695
C 4.39626 5.39986 -2.18318
C 4.14515 3.96276 -2.62195
O 5.04557 3.17995 -1.87989
C 6.23272 3.93774 -1.60436
H 6.38758 6.15854 -1.47124
H 6.37832 5.48724 -3.06105
H 3.99679 6.12403 -2.88928
H 4.08258 5.60837 -1.15825
H 4.29449 3.90374 -3.70983
H 3.11737 3.65219 -2.42850
H 7.02273 3.50454 -2.21561
H 6.44818 3.94613 -0.53550
```

For the HOMO energy, the calculation gives -9.3 eV. The value obtained for the largest force on an atom is 1.7 eV Å⁻¹. As for the charge: 0. Its structure (SMILES) is COP(=O)(OC)OC.COP(=O)(OC)OC.COP(=O)(OC)OC.C1CCOC1.C1CCOC1.C1CCOC1.C1CCOC1.COCCOC.COCCOC.COCCOC.COCCOC.

***

Number 1: gap between HOMO and LUMO 0.2705 Ha. Number 2: gap between HOMO and LUMO 0.2865 Ha. Number 3: gap between HOMO and LUMO 0.3620 Ha.